Record 1
{
  "formula": "C12H24BrHfO10",
  "method": "wB97M-V/def2-TZVPD",
  "energy_ev": -104641.4229,
  "spin_multiplicity": 2,
  "homo_energy_ev": [-14.7, -15.0],
  "charge": 2,
  "e_lumo_ev": [-7.41, -7.71],
  "species": ["Hf", "Br", "C", "O", "C", "O", "O", "C", "H", "H", "H", "H", "H", "H", "C", "O", "C", "O", "O", "C", "H", "H", "H", "H", "H", "H", "C", "O", "C", "O", "O", "C", "H", "H", "H", "H", "H", "H", "C", "C", "O", "C", "H", "H", "H", "H", "H", "H"],
  "coordinates": [[-0.096, -0.119, 0.299], [-2.626, 1.076, -0.419], [1.127, -2.540, 5.546], [0.706, -2.129, 4.265], [1.461, -1.377, 3.410], [1.020, -1.014, 2.304], [2.676, -1.122, 3.959], [3.715, -0.560, 3.146], [1.176, -1.770, 6.315], [2.107, -3.016, 5.577], [0.396, -3.282, 5.867], [4.647, -0.421, 3.695], [3.453, 0.424, 2.757], [4.020, -1.209, 2.325], [0.294, -2.757, -4.904], [0.373, -2.065, -3.702], [-0.591, -1.219, -3.212], [-0.520, -0.720, -2.076], [-1.562, -1.077, -4.078], [-2.624, -0.172, -3.890], [-0.595, -3.385, -4.969], [1.166, -3.401, -5.016], [0.194, -2.171, -5.818], [-2.353, 0.778, -3.429], [-3.258, -0.706, -3.183], [-3.152, 0.102, -4.803], [3.040, 2.754, -2.297], [1.762, 3.011, -2.822], [0.654, 2.297, -2.469], [0.531, 1.595, -1.427], [-0.352, 2.485, -3.400], [-0.296, 3.343, -4.554], [3.026, 2.986, -1.232], [3.852, 3.375, -2.674], [3.326, 1.704, -2.364], [0.572, 3.350, -5.213], [-0.524, 4.345, -4.190], [-1.106, 3.055, -5.224], [-3.197, -1.191, 3.578], [-2.263, -0.030, 3.244], [-1.471, -0.039, 2.304], [-2.168, 1.106, 4.281], [-4.236, -0.871, 3.491], [-3.037, -1.619, 4.567], [-3.046, -1.953, 2.813], [-2.591, 0.806, 5.240], [-2.515, 2.057, 3.878], [-1.117, 1.288, 4.506]]
}

=====

Record 2
{
  "formula": "C3H8N3S",
  "method": "wB97M-V/def2-TZVPD",
  "de_lowest_kcal_mol": 21.7,
  "energy_ev": -18538.5647,
  "homo_energy_ev": -14.1,
  "charge": 1,
  "e_lumo_ev": -3.76,
  "smiles": "CN(C=[NH2+])/N=C\\S",
  "species": ["C", "C", "C", "N", "N", "N", "S", "H", "H", "H", "H", "H", "H", "H", "H"],
  "coordinates": [[1.324, -1.094, 0.587], [-0.448, 1.067, -0.160], [-1.886, -0.821, -0.557], [0.069, -1.066, 0.738], [-0.689, -0.209, -0.009], [0.400, 1.812, 0.523], [2.194, -0.065, -0.536], [1.882, -1.808, 1.167], [-1.107, 1.585, -0.849], [-2.133, -0.388, -1.523], [-1.702, -1.887, -0.671], [-2.729, -0.686, 0.123], [0.476, 2.797, 0.326], [3.373, -0.681, -0.425], [0.974, 1.444, 1.266]]
}

=====

Record 3
{
  "formula": "C19H18F3NO2",
  "method": "wB97M-V/def2-TZVPD",
  "de_lowest_kcal_mol": 18.7,
  "energy_ev": -33728.4209,
  "homo_energy_ev": -8.4,
  "charge": 0,
  "e_lumo_ev": 0.51,
  "smiles": "O=c1[nH]cccc1[C@](/C=C/C1CC1)(OCc1ccccc1)C(F)(F)F",
  "species": ["O", "F", "F", "F", "O", "C", "C", "C", "C", "C", "C", "C", "C", "C", "C", "C", "C", "C", "N", "C", "C", "C", "C", "C", "C", "H", "H", "H", "H", "H", "H", "H", "H", "H", "H", "H", "H", "H", "H", "H", "H", "H", "H"],
  "coordinates": [[0.826, 2.601, -0.057], [-3.646, 1.096, 0.910], [-2.496, 0.111, 2.517], [-2.207, 2.128, 1.989], [-2.018, -0.910, -0.046], [-0.249, 2.602, -0.601], [-2.224, 2.872, -2.630], [-2.199, 1.728, -1.642], [-1.229, 3.784, -2.492], [-1.310, 1.610, -0.632], [0.340, -0.003, 2.429], [-0.063, 0.059, 1.018], [2.319, -2.732, -1.778], [1.928, -1.542, -2.457], [1.459, -3.532, -1.040], [0.581, -1.147, -2.390], [0.114, -3.122, -0.949], [-0.259, -1.857, -1.522], [-0.409, 3.685, -1.426], [-1.692, -1.493, -1.291], [2.357, -1.318, 3.639], [2.543, 0.155, 3.887], [1.782, -0.309, 2.686], [-2.428, 0.941, 1.520], [-1.367, 0.356, 0.390], [-3.026, 2.982, -3.361], [-2.930, 1.010, -1.691], [-1.173, 4.628, -3.159], [-0.344, 0.221, 3.282], [0.767, -0.145, 0.358], [3.421, -3.058, -1.944], [2.406, -0.842, -3.042], [1.823, -4.480, -0.623], [0.232, -0.299, -2.905], [-0.466, -3.708, -0.287], [0.354, 4.337, -1.313], [-1.936, -0.769, -2.064], [-2.352, -2.378, -1.419], [3.149, -1.989, 3.274], [1.736, -1.871, 4.393], [1.854, 0.342, 4.735], [3.564, 0.309, 3.889], [2.465, -0.053, 1.845]]
}

=====

Record 4
{
  "formula": "C16H27IN4O4PS",
  "method": "wB97M-V/def2-TZVPD",
  "energy_ev": -59389.5771,
  "homo_energy_ev": -12.2,
  "charge": 1,
  "e_lumo_ev": -3.40,
  "smiles": "C#C[C@@H]1[C@H](ON=O)C[C@@H](CC)[N@+](CCN)(CCC(N)=O)[C@@]1(CC(=O)I)[PH2]=S",
  "species": ["C", "C", "C", "C", "O", "N", "O", "C", "C", "C", "C", "N", "C", "C", "N", "C", "C", "C", "N", "O", "C", "C", "C", "O", "I", "P", "S", "H", "H", "H", "H", "H", "H", "H", "H", "H", "H", "H", "H", "H", "H", "H", "H", "H", "H", "H", "H", "H", "H", "H", "H", "H", "H", "H"],
  "coordinates": [[-4.569, -0.492, 1.671], [-3.387, -0.238, 1.441], [-1.838, 0.027, 1.282], [-1.430, 1.550, 1.372], [-2.051, 2.420, 0.408], [-1.750, 3.753, 0.653], [-1.183, 4.167, -0.301], [0.160, 1.609, 1.431], [0.934, 0.268, 1.033], [1.280, -0.496, 2.366], [2.478, 0.327, 3.108], [0.303, -0.498, -0.133], [1.153, -1.700, -0.422], [2.705, -1.465, -0.728], [3.625, -1.823, 0.392], [0.472, 0.491, -1.296], [0.550, -0.063, -2.768], [1.018, 1.191, -3.669], [0.927, 2.559, -3.215], [1.440, 1.002, -4.811], [-1.168, -0.818, 0.109], [-2.114, -0.869, -1.173], [-2.752, 0.408, -1.819], [-2.247, 1.161, -2.640], [-4.852, 1.056, -1.533], [-1.473, -2.644, 0.708], [-0.785, -3.173, 2.407], [-5.669, -0.297, 1.822], [-1.443, -0.421, 2.262], [-1.799, 1.906, 2.397], [0.467, 2.029, 2.431], [0.487, 2.391, 0.661], [1.965, 0.680, 0.756], [1.695, -1.537, 2.294], [0.480, -0.522, 3.169], [2.063, 1.202, 3.690], [2.872, -0.407, 3.890], [3.321, 0.591, 2.405], [1.221, -2.456, 0.433], [0.744, -2.335, -1.280], [3.010, -0.438, -1.065], [2.990, -2.178, -1.577], [3.315, -2.660, 0.890], [3.794, -1.030, 1.012], [1.454, 1.071, -1.223], [-0.292, 1.335, -1.213], [1.323, -0.850, -2.992], [-0.410, -0.388, -3.256], [1.449, 3.204, -3.814], [-0.040, 2.866, -3.066], [-1.579, -1.546, -1.929], [-3.044, -1.500, -0.937], [-2.892, -2.914, 0.685], [-0.931, -3.505, -0.319]]
}

=====

Record 5
{
  "formula": "C6H9N4",
  "method": "wB97M-V/def2-TZVPD",
  "de_lowest_kcal_mol": 175.3,
  "energy_ev": -12315.0320,
  "homo_energy_ev": -12.4,
  "charge": 1,
  "e_lumo_ev": -4.46,
  "species": ["C", "C", "C", "C", "C", "C", "N", "N", "N", "N", "H", "H", "H", "H", "H", "H", "H", "H", "H"],
  "coordinates": [[0.890, -1.137, 0.049], [-0.128, -1.512, -0.781], [0.191, 1.588, -0.810], [-1.963, -2.223, 0.612], [-0.620, 1.657, -1.804], [1.888, 2.266, 0.763], [1.589, -0.041, 0.238], [1.158, 1.206, -0.015], [-1.382, -1.801, 1.629], [-1.256, -2.121, -0.648], [1.397, -2.026, 0.382], [-3.102, -2.616, 0.600], [-1.535, 2.099, -1.605], [-0.180, 1.890, -2.735], [1.358, 2.703, 1.593], [2.752, 1.718, 1.303], [2.562, 3.011, 0.190], [-1.910, -2.029, 2.452], [-1.708, -2.634, -1.416]]
}

=====

Record 6
{
  "formula": "C4H6F30Na3O3P5",
  "method": "wB97M-V/def2-TZVPD",
  "de_lowest_kcal_mol": 14.3,
  "energy_ev": -151646.1012,
  "homo_energy_ev": -5.7,
  "charge": -2,
  "e_lumo_ev": 2.00,
  "species": ["Na", "Na", "Na", "P", "F", "F", "F", "F", "F", "F", "P", "F", "F", "F", "F", "F", "F", "P", "F", "F", "F", "F", "F", "F", "P", "F", "F", "F", "F", "F", "F", "P", "F", "F", "F", "F", "F", "F", "C", "C", "C", "O", "C", "O", "O", "H", "H", "H", "H", "H", "H"],
  "coordinates": [[0.960, -1.799, -5.221], [-0.765, 1.450, -1.531], [-0.084, -0.890, 2.659], [-0.033, 1.467, -5.037], [-0.584, 0.891, -6.464], [-1.339, 2.395, -4.901], [-0.718, 0.250, -4.228], [0.537, 1.948, -3.588], [1.272, 0.502, -5.265], [0.700, 2.711, -5.750], [-3.194, -2.497, 2.448], [-3.666, -0.953, 2.775], [-4.065, -3.012, 3.745], [-4.518, -2.618, 1.500], [-2.810, -3.991, 2.047], [-2.353, -1.927, 1.193], [-1.913, -2.294, 3.380], [-4.542, 0.765, -1.786], [-3.721, 1.110, -0.461], [-5.949, 1.047, -1.053], [-4.467, 2.246, -2.404], [-5.342, 0.248, -3.144], [-3.143, 0.430, -2.613], [-4.551, -0.783, -1.288], [0.578, -1.532, -1.239], [-0.878, -0.795, -1.300], [0.680, -1.777, -2.848], [1.328, -0.118, -1.435], [2.075, -2.164, -1.071], [0.470, -1.317, 0.364], [-0.228, -2.901, -1.076], [-0.930, 2.291, 1.665], [0.128, 2.900, 0.513], [-0.737, 3.570, 2.632], [-2.130, 3.074, 0.946], [-2.059, 1.667, 2.623], [-1.158, 0.966, 0.698], [0.334, 1.445, 2.303], [3.372, -0.556, 1.256], [3.785, -0.162, 2.673], [5.012, -0.940, 3.173], [6.003, 0.069, 3.252], [5.472, 1.306, 3.138], [6.069, 2.330, 3.235], [4.182, 1.216, 2.763], [2.613, 0.154, 0.924], [2.935, -1.552, 1.316], [4.170, -0.536, 0.516], [2.951, -0.270, 3.367], [5.381, -1.664, 2.447], [4.869, -1.398, 4.152]]
}

=====

Record 7
{
  "formula": "C5H14N2",
  "method": "wB97M-V/def2-TZVPD",
  "de_lowest_kcal_mol": 159.8,
  "energy_ev": -8385.6904,
  "homo_energy_ev": -8.2,
  "charge": 0,
  "e_lumo_ev": -0.43,
  "species": ["C", "N", "C", "C", "C", "C", "N", "H", "H", "H", "H", "H", "H", "H", "H", "H", "H", "H", "H", "H", "H"],
  "coordinates": [[1.259, 0.385, 0.810], [1.595, 0.814, -0.580], [1.968, -0.511, -0.743], [0.222, -0.821, 1.277], [-0.740, -1.199, 0.141], [-1.473, 0.018, -0.621], [-2.645, 0.690, -0.044], [2.129, 0.007, 1.409], [0.836, 1.291, 1.343], [1.130, 3.454, -2.093], [1.589, -1.234, -1.503], [0.539, 3.754, -2.076], [3.004, -0.936, -0.413], [0.856, -1.659, 1.601], [-0.285, -0.327, 2.193], [-0.188, -1.775, -0.594], [-1.583, -1.812, 0.574], [-1.800, -0.392, -1.622], [-0.629, 0.924, -0.647], [-2.274, 1.009, 0.873], [-3.389, -0.056, 0.140]]
}

=====

Record 8
{
  "formula": "C25H47N2O3P2",
  "method": "wB97M-V/def2-TZVPD",
  "energy_ev": -54380.3583,
  "homo_energy_ev": -10.1,
  "charge": 1,
  "e_lumo_ev": -2.77,
  "species": ["N", "P", "C", "C", "C", "C", "C", "N", "O", "C", "O", "C", "C", "C", "O", "H", "H", "H", "H", "H", "H", "H", "H", "H", "H", "H", "C", "C", "C", "C", "P", "C", "C", "C", "C", "C", "C", "C", "C", "C", "C", "C", "C", "H", "H", "H", "H", "H", "H", "H", "H", "H", "H", "H", "H", "H", "H", "H", "H", "H", "H", "H", "H", "H", "H", "H", "H", "H", "H", "H", "H", "H", "H", "H", "H", "H", "H", "H", "H"],
  "coordinates": [[1.163, 3.102, -2.552], [1.563, 1.980, -3.610], [3.048, 2.450, -4.595], [4.246, 1.915, -4.451], [4.578, 0.853, -3.443], [4.807, -0.533, -4.052], [3.687, -0.967, -4.987], [4.050, -1.096, -6.358], [2.597, -1.201, -4.580], [5.342, 2.444, -5.334], [6.481, 2.246, -5.068], [5.010, 3.252, -6.546], [3.811, 3.761, -6.683], [2.813, 3.548, -5.600], [1.847, 4.227, -5.473], [1.182, 2.664, -1.633], [1.765, 0.760, -2.932], [0.473, 1.860, -4.502], [3.855, 0.844, -2.632], [5.526, 1.153, -2.980], [4.811, -1.249, -3.222], [5.768, -0.642, -4.553], [4.348, -2.047, -6.550], [3.266, -0.849, -6.952], [5.735, 3.416, -7.332], [3.528, 4.358, -7.541], [1.098, -2.934, 0.307], [0.541, -3.046, 1.723], [-0.960, -3.337, 1.745], [-1.871, -2.142, 1.428], [-2.148, -0.917, 2.711], [-2.611, -1.837, 4.203], [-3.743, -2.873, 4.167], [-5.186, -2.364, 4.078], [-5.550, -1.274, 5.082], [-3.577, 0.079, 2.289], [-3.610, 1.011, 1.069], [-2.750, 2.272, 1.132], [-2.862, 3.076, 2.423], [-0.719, -0.005, 3.303], [0.141, 0.998, 2.514], [0.506, 0.657, 1.061], [1.989, 0.342, 0.874], [0.592, -2.162, -0.277], [2.159, -2.685, 0.338], [0.996, -3.880, -0.226], [0.773, -2.141, 2.289], [1.061, -3.861, 2.231], [-1.225, -3.743, 2.725], [-1.170, -4.130, 1.025], [-2.867, -2.549, 1.215], [-1.569, -1.665, 0.493], [-2.778, -1.112, 5.005], [-1.702, -2.370, 4.500], [-3.661, -3.462, 5.084], [-3.574, -3.572, 3.344], [-5.852, -3.214, 4.239], [-5.410, -2.025, 3.065], [-5.557, -1.668, 6.099], [-6.545, -0.885, 4.867], [-4.863, -0.426, 5.052], [-3.910, 0.612, 3.182], [-4.361, -0.653, 2.082], [-4.649, 1.322, 0.933], [-3.343, 0.446, 0.172], [-3.014, 2.918, 0.293], [-1.711, 1.995, 0.955], [-3.840, 3.553, 2.504], [-2.105, 3.860, 2.441], [-2.705, 2.463, 3.314], [-0.045, -0.749, 3.738], [-1.095, 0.545, 4.174], [1.056, 1.160, 3.087], [-0.357, 1.967, 2.540], [0.287, 1.516, 0.423], [-0.103, -0.165, 0.681], [2.591, 1.236, 1.043], [2.176, 0.001, -0.145], [2.332, -0.431, 1.566]]
}

=====

Number 1: strongest force on any atom 4.2 eV/Å. Number 2: strongest force on any atom 1.5 eV/Å. Number 3: strongest force on any atom 6.0 eV/Å. Number 4: strongest force on any atom 3.5 eV/Å. Number 5: strongest force on any atom 4.4 eV/Å. Number 6: strongest force on any atom 4.9 eV/Å. Number 7: strongest force on any atom 6.3 eV/Å. Number 8: strongest force on any atom 2.6 eV/Å.